Entry 1:
The following is a quantum chemistry calculation of C22H28N4O2 as an isolated structure at a distorted geometry, from OMol25.

Geometry (Å):
C1 -7.530 -0.342 -0.387
C2 -5.992 0.030 -0.284
C3 -5.650 1.400 0.142
C4 -4.439 1.648 0.336
C5 -3.452 0.591 -0.051
C6 -3.855 -0.584 -0.323
C7 -5.212 -0.998 -0.396
C8 -5.465 -2.222 -1.196
H1 -4.588 -2.785 -1.349
H2 -5.966 -2.229 -2.014
H3 -6.114 -2.587 -0.335
H4 -3.120 -1.094 -0.732
N1 -2.129 0.982 0.198
C9 -1.059 0.519 0.749
C10 -0.030 1.290 0.687
C11 -0.615 2.523 0.574
N2 -1.787 2.293 0.210
H5 -0.082 3.447 0.466
C12 1.453 1.025 1.209
N3 2.338 1.536 0.520
C13 2.352 1.252 -1.014
O1 1.450 0.696 -1.365
C14 3.555 2.040 -1.604
H6 3.342 3.056 -1.479
H7 3.513 1.756 -2.937
C15 5.014 1.627 -1.057
N4 5.045 0.046 -0.627
C16 5.091 0.021 0.637
O2 4.878 0.583 1.724
C17 5.269 -1.686 0.784
H8 6.297 -1.742 0.878
C18 4.811 -2.124 -0.819
H9 3.809 -2.294 -0.702
H10 5.377 -3.099 -1.050
C19 5.088 -0.933 -1.557
H11 6.164 -0.698 -1.973
H12 4.411 -0.742 -2.530
H13 4.632 -2.076 1.767
H14 5.702 1.861 -1.760
H15 4.998 2.341 -0.062
H16 3.266 1.785 1.018
C20 1.307 -0.542 1.577
C21 0.100 -1.261 2.008
H17 0.300 -2.427 2.175
H18 -0.085 -0.683 2.874
C22 -0.865 -1.073 1.062
H19 -0.818 -1.726 0.215
H20 -1.807 -1.470 1.618
H21 1.568 -0.899 0.215
H22 2.208 -0.826 1.951
H23 1.557 1.387 2.222
H24 -4.208 2.711 0.655
H25 -6.407 2.083 0.277
H26 -8.170 0.396 -0.097
H27 -7.717 -1.276 0.255
H28 -7.732 -0.507 -1.302

Summary:
Calculated total energy: -1224.0703 Ha
Energy relative to the best compared isomer or geometry (same formula, charge and spin): 396.29 kcal/mol
LUMO: 0.6 eV
HOMO-LUMO gap: 8.3 eV

=====

Entry 2:
The following is a quantum chemistry calculation of one molecule with the formula C22H28N4O3S, from OMol25.

Geometry (Å):
C1 -0.647 4.169 -3.392
C2 0.468 3.185 -3.127
O1 0.819 2.842 -2.017
N1 1.074 2.736 -4.259
H1 0.606 2.899 -5.138
C3 2.006 1.636 -4.216
H2 2.713 1.722 -5.042
H3 2.542 1.707 -3.266
C4 1.278 0.282 -4.298
N2 0.277 0.195 -3.253
C5 0.611 -0.127 -1.972
N3 -0.205 -0.118 -0.976
C6 -1.486 0.313 -1.174
C7 -2.367 0.375 -0.089
C8 -3.657 0.811 -0.281
C9 -4.102 1.190 -1.548
C10 -3.247 1.134 -2.624
C11 -1.934 0.691 -2.450
C12 -1.007 0.652 -3.569
O2 -1.276 0.989 -4.708
H4 -3.564 1.421 -3.616
H5 -5.117 1.530 -1.680
H6 -4.335 0.864 0.558
H7 -2.009 0.090 0.888
S1 2.269 -0.621 -1.681
C13 2.374 -0.543 0.132
H8 1.714 0.266 0.444
C14 2.024 -1.862 0.822
O3 2.858 -2.511 1.415
N4 0.733 -2.200 0.687
H9 0.120 -1.541 0.208
C15 0.150 -3.346 1.338
H10 -0.364 -3.963 0.593
C16 -0.836 -2.926 2.440
C17 -0.146 -2.067 3.470
C18 0.677 -2.597 4.364
C19 1.479 -1.802 5.346
C20 1.544 -0.335 4.937
C21 0.142 0.158 4.602
C22 -0.389 -0.586 3.380
H11 0.097 -0.201 2.477
H12 -1.463 -0.402 3.276
H13 -0.515 -0.027 5.455
H14 0.147 1.232 4.408
H15 2.182 -0.236 4.057
H16 1.978 0.263 5.742
H17 1.029 -1.895 6.341
H18 2.486 -2.222 5.406
H19 0.809 -3.670 4.405
H20 -1.230 -3.833 2.903
H21 -1.668 -2.384 1.987
H22 0.974 -3.915 1.773
H23 3.414 -0.297 0.346
H24 0.743 0.204 -5.249
H25 1.987 -0.541 -4.200
H26 -0.276 5.008 -3.977
H27 -1.045 4.530 -2.448
H28 -1.439 3.675 -3.952

Summary:
SMILES: CC(=O)NCCn1c(SCC(=O)NCCC2=CCCCC2)nc2ccccc2c1=O
Calculated total energy: -1698.1533 Ha
Energy relative to the best compared isomer or geometry (same formula, charge and spin): 5.18 kcal/mol
LUMO: 0.3 eV
HOMO-LUMO gap: 8.9 eV

=====

Entry 3:
The following is a quantum chemistry calculation of C22H29AlN3P2 as an isolated structure at a distorted geometry, from OMol25.

Geometry (Å):
C1 -1.688 2.961 -3.699
C2 -1.405 1.793 -3.010
C3 -0.047 1.387 -2.919
C4 0.987 2.305 -3.201
C5 0.681 3.481 -3.898
C6 -0.664 3.793 -4.170
C7 2.335 1.907 -2.674
C8 2.590 0.456 -2.976
C9 1.503 -0.411 -2.717
C10 1.724 -1.809 -2.583
C11 2.959 -2.302 -2.967
C12 3.987 -1.466 -3.418
C13 3.811 -0.074 -3.403
H1 -2.733 3.194 -3.882
H2 1.486 4.117 -4.268
H3 -0.918 4.678 -4.748
H4 3.122 2.546 -3.077
H5 3.091 -3.380 -2.943
H6 4.916 -1.898 -3.781
H7 4.601 0.599 -3.746
N1 0.244 0.112 -2.469
Al1 0.173 0.234 0.070
C14 -2.427 0.889 -2.382
H8 -2.331 -0.142 -2.752
H9 -3.438 1.260 -2.562
C15 0.597 -2.668 -2.083
H10 -0.293 -2.542 -2.721
H11 0.922 -3.714 -2.098
P1 -2.169 0.808 -0.561
P2 0.120 -2.219 -0.350
C16 1.377 -3.065 0.663
H12 1.080 -2.995 1.720
H13 1.457 -4.123 0.375
H14 2.349 -2.573 0.521
C17 -1.394 -3.212 -0.118
H15 -1.150 -4.284 -0.154
H16 -1.832 -2.978 0.861
H17 -2.122 -2.984 -0.910
C18 -2.603 2.492 -0.042
H18 -3.525 2.787 -0.559
H19 -2.764 2.527 1.043
H20 -1.796 3.182 -0.319
C19 -3.530 -0.220 0.057
H21 -3.450 -0.316 1.148
H22 -4.479 0.272 -0.196
H23 -3.499 -1.217 -0.402
H24 2.248 1.955 -1.539
H25 1.702 0.772 0.201
N2 -1.035 1.244 3.815
C20 -1.086 -0.135 4.053
C21 -0.744 -0.759 2.902
N3 -0.461 0.234 1.949
C22 -0.657 1.437 2.523
H26 -1.199 1.998 4.445
H27 -1.341 -0.545 5.008
H28 -0.616 -1.800 2.670
H29 -0.470 2.395 2.074

Summary:
Net charge: +1
Calculated total energy: -1945.0110 Ha
LUMO: -2.5 eV
HOMO-LUMO gap: 6.3 eV

=====

Entry 4:
The following is a quantum chemistry calculation of a 6-piece molecular cluster, C22H29Cl2F15O10 overall at a distorted geometry, from OMol25.

Geometry (Å):
C1 2.776 -1.138 6.260
C2 1.666 -0.336 5.501
O1 2.224 0.409 4.449
C3 1.508 0.992 3.541
O2 0.290 0.883 3.407
C4 2.312 1.961 2.589
F1 2.369 1.542 1.345
F2 1.670 3.110 2.572
F3 3.502 2.224 3.043
H1 3.235 -1.888 5.616
H2 2.423 -1.567 7.198
H3 3.631 -0.494 6.464
H4 1.120 0.266 6.227
H5 0.933 -1.000 5.041
C5 6.102 -1.809 2.424
C6 4.830 -0.978 2.555
O3 3.987 -1.457 1.479
C7 2.917 -2.181 1.749
O4 2.524 -2.435 2.917
C8 1.952 -2.504 0.536
F4 0.859 -1.742 0.660
F5 2.575 -2.184 -0.564
F6 1.612 -3.802 0.576
H6 6.000 -2.881 2.593
H7 6.770 -1.345 3.149
H8 6.571 -1.670 1.450
H9 5.010 0.097 2.593
H10 4.440 -1.132 3.561
C9 -5.031 -0.540 -2.816
C10 -6.266 0.239 -2.397
O5 -6.034 1.669 -2.339
C11 -5.410 2.161 -1.249
O6 -5.147 1.493 -0.230
C12 -5.181 3.676 -1.303
F7 -3.879 4.039 -1.355
F8 -5.828 4.299 -2.330
F9 -5.619 4.300 -0.215
H11 -4.133 -0.218 -2.288
H12 -4.957 -0.409 -3.895
H13 -5.153 -1.623 -2.780
H14 -6.644 -0.124 -1.441
H15 -6.987 0.073 -3.198
C13 -5.906 -5.989 -3.005
C14 -5.582 -4.492 -2.820
O7 -4.279 -4.351 -2.169
C15 -4.058 -4.293 -0.875
O8 -4.813 -4.536 0.004
C16 -2.558 -4.241 -0.598
F10 -1.898 -5.064 -1.336
F11 -2.110 -3.016 -0.817
F12 -2.262 -4.564 0.660
H16 -6.102 -6.363 -2.000
H17 -5.051 -6.538 -3.401
H18 -6.776 -6.178 -3.633
H19 -6.421 -4.013 -2.316
H20 -5.508 -4.035 -3.807
C17 2.632 4.223 -0.930
C18 4.033 3.684 -0.655
O9 4.716 3.820 -1.841
C19 5.308 4.958 -2.238
O10 5.217 6.018 -1.590
C20 6.044 4.814 -3.634
F13 6.527 3.531 -3.629
F14 5.230 4.951 -4.664
F15 7.053 5.746 -3.651
H21 2.030 4.295 -0.024
H22 2.081 3.510 -1.544
H23 2.661 5.202 -1.408
H24 3.831 2.640 -0.415
H25 4.448 4.102 0.262
Cl1 -0.724 2.552 0.366
C21 -0.329 1.325 -0.859
C22 -1.650 0.742 -1.446
Cl2 -1.230 -0.714 -2.451
H26 0.215 0.566 -0.297
H27 0.289 1.804 -1.619
H28 -2.230 1.441 -2.048
H29 -2.367 0.488 -0.665

Summary:
SMILES: CCOC(=O)C(F)(F)F.CCOC(=O)C(F)(F)F.CCOC(=O)C(F)(F)F.CCOC(=O)C(F)(F)F.CCOC(=O)C(F)(F)F.ClCCCl
Calculated total energy: -4026.4773 Ha
Energy relative to the best compared isomer or geometry (same formula, charge and spin): 40.89 kcal/mol
LUMO: 0.4 eV
HOMO-LUMO gap: 11.1 eV

=====

Entry 5:
The following is a quantum chemistry calculation of a 4-piece molecular cluster, C22H29F24NO5S overall at a distorted geometry, from OMol25.

Geometry (Å):
C1 -1.225 -8.318 -2.753
C2 -0.228 -7.697 -1.752
C3 0.482 -6.425 -2.242
N1 0.522 -6.348 -3.709
C4 1.955 -6.313 -1.795
C5 2.324 -7.036 -0.526
O1 1.617 -6.627 0.616
C6 -0.246 -5.129 -1.794
O2 -1.577 -5.313 -1.376
C7 -2.524 -5.011 -2.343
S1 -2.771 -3.233 -2.695
H1 -0.649 -8.928 -3.428
H2 -1.777 -7.588 -3.308
H3 -1.855 -9.005 -2.216
H4 0.464 -8.489 -1.530
H5 -0.793 -7.540 -0.848
H6 0.862 -7.206 -4.108
H7 -0.371 -6.094 -4.087
H8 2.195 -5.263 -1.711
H9 2.565 -6.673 -2.607
H10 2.232 -8.104 -0.638
H11 3.381 -6.865 -0.363
H12 0.969 -5.964 0.396
H13 0.306 -4.673 -0.987
H14 -0.168 -4.434 -2.616
H15 -3.467 -5.345 -1.955
H16 -2.365 -5.519 -3.284
H17 -1.544 -2.713 -2.855
C8 -0.749 2.307 -0.097
C9 0.507 1.891 -0.882
C10 0.603 2.317 -2.348
F1 -0.427 1.860 -3.087
F2 1.743 1.812 -2.880
F3 0.687 0.560 -0.757
F4 1.563 2.488 -0.250
O3 -1.805 1.370 0.014
C11 -2.722 1.223 -0.989
C12 -2.604 -0.131 -1.691
F5 -1.346 -0.354 -2.128
F6 -3.422 -0.153 -2.766
F7 -2.665 2.259 -1.846
F8 -3.943 1.267 -0.410
H18 -0.409 2.434 0.928
H19 -1.102 3.283 -0.411
H20 0.639 3.407 -2.426
H21 -2.883 -0.938 -1.012
C13 4.191 2.335 1.737
C14 3.431 1.973 3.025
C15 3.864 2.646 4.330
F9 5.160 2.418 4.625
F10 3.120 2.152 5.348
F11 3.420 0.633 3.168
F12 2.136 2.353 2.823
O4 5.243 1.481 1.314
C16 6.500 1.595 1.847
C17 6.881 0.384 2.705
F13 5.958 0.138 3.653
F14 8.059 0.630 3.321
F15 6.638 2.759 2.507
F16 7.360 1.631 0.811
H22 3.458 2.242 0.940
H23 4.498 3.380 1.728
H24 3.699 3.726 4.274
H25 6.980 -0.503 2.077
C18 -4.478 7.737 0.892
C19 -4.683 7.821 2.414
C20 -3.439 7.807 3.305
F17 -2.684 6.704 3.120
F18 -3.826 7.825 4.602
F19 -5.548 6.859 2.796
F20 -5.295 9.014 2.650
O5 -4.579 6.471 0.263
C21 -3.517 5.609 0.249
C22 -3.767 4.365 1.105
F21 -4.128 4.688 2.359
F22 -2.623 3.638 1.173
F23 -2.376 6.243 0.585
F24 -3.367 5.192 -1.023
H26 -5.308 8.295 0.466
H27 -3.577 8.264 0.579
H28 -2.825 8.692 3.116
H29 -4.555 3.751 0.667

Summary:
SMILES: FC(F)C(F)(F)COC(F)(F)C(F)F.FC(F)C(F)(F)COC(F)(F)C(F)F.FC(F)C(F)(F)COC(F)(F)C(F)F.CC[C@](N)(CCO)COCS
Calculated total energy: -4081.5790 Ha
LUMO: 0.4 eV
HOMO-LUMO gap: 9.8 eV

=====

Entry 6:
The following is a quantum chemistry calculation of C22H29F25GaN2O4 as an isolated structure at a distorted geometry, from OMol25.

Geometry (Å):
C1 0.829 2.722 3.067
N1 -0.022 3.855 3.371
C2 0.679 4.949 3.989
C3 -0.838 4.269 2.240
O1 -0.332 4.816 1.345
C4 -2.299 3.980 2.368
Ga1 -3.462 4.255 0.670
N2 -2.559 4.963 -0.875
C5 -5.084 5.411 1.246
C6 -5.580 4.910 2.618
C7 -5.778 3.417 2.655
F1 -6.779 3.101 3.584
H1 0.340 2.139 2.303
H2 1.850 2.983 2.798
H3 0.860 2.098 3.954
H4 1.522 5.333 3.414
H5 -0.032 5.735 4.198
H6 1.038 4.609 4.953
H7 -2.626 4.640 3.168
H8 -2.361 2.951 2.711
H9 -4.050 2.796 0.273
H10 -2.106 5.845 -0.714
H11 -1.909 4.285 -1.233
H12 -4.814 6.453 1.384
H13 -5.907 5.318 0.551
H14 -4.868 5.165 3.391
H15 -6.512 5.376 2.923
H16 -6.076 3.026 1.697
H17 -4.895 2.913 3.005
C8 3.419 1.391 -0.239
C9 4.336 1.008 -1.412
C10 4.377 -0.466 -1.808
F2 4.780 -1.261 -0.792
F3 5.259 -0.638 -2.827
F4 5.588 1.459 -1.162
F5 3.888 1.692 -2.499
O2 4.008 1.491 1.048
C11 4.189 0.357 1.800
C12 5.666 0.014 1.997
F6 6.304 -0.104 0.817
F7 5.772 -1.172 2.644
F8 3.491 -0.671 1.279
F9 3.660 0.614 3.009
H18 3.082 2.403 -0.452
H19 2.514 0.784 -0.218
H20 3.395 -0.800 -2.150
H21 6.160 0.790 2.585
C13 0.741 -1.825 -6.294
C14 -0.700 -1.291 -6.325
C15 -0.943 0.093 -5.721
F10 -0.588 0.145 -4.423
F11 -2.262 0.383 -5.800
F12 -1.519 -2.202 -5.758
F13 -1.056 -1.213 -7.639
O3 1.098 -2.691 -5.230
C16 1.463 -2.153 -4.020
C17 0.458 -2.457 -2.912
F14 -0.776 -2.045 -3.247
F15 0.828 -1.797 -1.783
F16 1.705 -0.833 -4.150
F17 2.636 -2.732 -3.677
H22 0.838 -2.448 -7.181
H23 1.470 -1.025 -6.420
H24 -0.389 0.856 -6.276
H25 0.424 -3.515 -2.714
C18 0.711 -5.974 0.780
C19 -0.097 -5.003 -0.098
C20 -0.613 -3.729 0.571
F18 -1.421 -4.005 1.613
F19 -1.331 -3.023 -0.330
F20 -1.112 -5.673 -0.680
F21 0.745 -4.618 -1.113
O4 0.019 -7.064 1.363
C21 -0.680 -6.875 2.533
C22 -2.189 -7.015 2.332
F22 -2.632 -6.178 1.377
F23 -2.825 -6.708 3.484
F24 -0.348 -5.705 3.103
F25 -0.286 -7.848 3.381
H26 1.423 -6.448 0.107
H27 1.315 -5.443 1.514
H28 0.221 -3.109 0.915
H29 -2.441 -8.038 2.043

Summary:
Net charge: -1
Calculated total energy: -5687.6108 Ha
LUMO: 1.7 eV
HOMO-LUMO gap: 6.0 eV

=====

Entry 7:
The following is a quantum chemistry calculation of C22H29F3N2O2 as an isolated structure at a distorted geometry, from OMol25.

Geometry (Å):
O1 -1.381 -1.585 -1.627
C1 -0.291 -0.894 -1.624
N1 -0.274 0.518 -1.945
H1 0.463 0.938 -1.824
C2 -1.603 0.991 -2.411
C3 -1.977 2.161 -1.163
C4 -2.218 1.573 0.369
C5 -3.593 1.340 0.411
C6 -3.786 0.959 1.929
C7 -4.364 -0.490 2.037
H2 -3.706 -1.030 2.122
H3 -5.184 -0.465 2.790
C8 -5.095 -0.711 0.589
H4 -6.016 0.147 0.765
H5 -5.377 -1.567 0.293
C9 -4.180 0.079 -0.121
H6 -4.526 0.239 -1.142
H7 -3.343 -0.653 -0.367
H8 -4.250 1.775 2.474
H9 -2.798 0.957 2.651
H10 -4.253 2.182 0.232
H11 -1.606 0.923 0.505
H12 -1.819 2.582 0.971
H13 -2.869 2.855 -1.354
H14 -1.081 3.114 -1.451
H15 -2.355 0.466 -2.331
H16 -1.482 1.452 -3.241
C10 0.922 -1.274 -1.137
C11 0.661 -1.694 0.520
N2 2.025 -2.172 1.019
C12 2.647 -3.031 0.255
O2 3.734 -3.514 0.464
C13 1.815 -3.757 -0.738
C14 1.209 -2.905 -1.789
H17 0.293 -3.254 -2.216
H18 2.004 -2.411 -2.522
H19 0.984 -4.295 -0.427
H20 2.381 -4.532 -1.000
C15 2.704 -1.253 1.901
C16 3.230 -0.012 1.242
C17 4.645 -0.388 0.659
C18 4.964 0.777 -0.032
C19 4.326 1.859 -0.394
C20 3.158 1.931 0.248
C21 2.563 1.124 0.936
H21 1.882 1.163 1.499
C22 2.492 3.214 0.045
F1 1.794 3.522 1.099
F2 3.179 4.480 -0.419
F3 1.401 3.226 -0.973
H22 4.855 2.744 -1.080
H23 6.076 0.606 -0.816
H24 5.266 -1.194 0.494
H25 3.565 -2.009 2.426
H26 2.154 -1.021 2.779
H27 0.510 -0.633 1.121
H28 -0.081 -2.449 0.514
H29 1.607 -0.703 -1.216

Summary:
Calculated total energy: -1414.6050 Ha
Energy relative to the best compared isomer or geometry (same formula, charge and spin): 497.27 kcal/mol
LUMO: -0.3 eV
HOMO-LUMO gap: 8.9 eV